Entry 1:
Density functional theory data (ωB97M-V with the def2-TZVPD basis set) for C4H4O2 in the gas phase.

The geometry in XYZ format:
```
10
Properties=species:S:1:pos:R:3:forces:R:3:lowdin_charge:R:1
O -1.239 2.752 0.699 0.0 -0.1 -0.4 0.04
C -0.856 1.862 -0.024 -0.1 0.4 0.2 -0.29
C -0.710 0.480 0.431 0.3 -0.1 -0.1 -0.08
C -0.060 -0.410 -0.283 -0.1 -0.2 0.6 0.00
C 0.495 -1.588 -0.418 -0.2 0.0 -0.1 -0.19
O 1.787 -1.871 -0.135 0.1 0.1 -0.1 0.03
H -0.510 2.023 -1.068 -0.2 0.2 0.1 0.12
H -1.020 0.210 1.435 -0.1 0.2 0.1 0.12
H -0.109 -2.412 -0.775 0.4 -0.2 -0.2 0.13
H 2.222 -1.046 0.137 -0.1 -0.3 0.0 0.12
```
Forces are in eV/Å.

molecular weight: 84.074 g/mol
structure (SMILES): O=CC=C=CO
relative energy (zero: lowest compared OMol25 entry of this formula, charge and spin): 44.3 kcal per mole
HOMO: -9.525 eV
LUMO energy: 0.02 eV

Entry 2:
Density functional theory data (ωB97M-V with the def2-TZVPD basis set) for a 2-piece molecular cluster, C25H26BrO2S overall.

The geometry in XYZ format:
```
55
Properties=species:S:1:pos:R:3:forces:R:3:lowdin_charge:R:1
C 3.565 2.439 -0.195 -0.5 0.0 -0.5 -0.25
S 2.532 0.962 -0.549 1.7 -0.5 1.1 1.01
C 3.796 0.075 -1.549 -0.5 0.4 -0.4 -0.25
C 2.683 0.158 0.946 -0.4 -0.2 0.7 -0.37
C 1.549 -0.479 1.521 0.0 0.2 -0.8 -0.49
C 1.727 -1.131 2.878 -0.2 -0.4 0.4 -0.15
C 2.974 -1.348 3.489 -0.4 0.0 0.1 -0.03
C 3.077 -1.972 4.741 -0.5 0.0 -0.1 -0.11
C 1.913 -2.408 5.398 -0.1 0.5 -1.0 -0.69
Br 2.026 -3.265 7.081 0.0 0.1 -0.2 0.74
C 0.657 -2.204 4.795 0.7 0.1 0.0 -0.11
C 0.577 -1.576 3.550 0.2 -0.1 0.3 -0.02
O 0.440 -0.522 0.937 0.3 0.0 0.5 -0.07
H 3.673 2.980 -1.141 0.2 0.0 0.3 0.05
H 3.008 3.040 0.531 0.2 -0.2 -0.2 0.06
H 4.540 2.132 0.206 -0.4 0.0 -0.1 0.06
H 3.902 0.632 -2.487 0.2 -0.2 0.1 0.05
H 4.745 0.028 -0.999 -0.4 0.0 -0.1 0.07
H 3.397 -0.927 -1.738 0.1 0.3 0.1 0.06
H 3.662 0.179 1.427 -0.3 0.1 -0.4 0.06
H 3.878 -1.027 2.976 -0.1 -0.2 0.3 0.10
H 4.053 -2.119 5.200 -0.3 0.0 -0.1 0.10
H -0.247 -2.535 5.298 0.1 0.0 0.0 0.10
H -0.404 -1.439 3.100 0.3 0.1 -0.1 0.11
C -0.557 -1.973 -6.320 0.1 0.2 0.0 -0.03
O -0.121 -0.623 -6.028 -0.4 0.3 1.3 -0.05
C -0.384 -0.112 -4.801 -0.2 -0.3 -0.5 -0.22
C -0.065 1.254 -4.582 0.0 -0.4 -0.1 0.03
C -0.372 1.835 -3.378 -0.1 -0.2 0.2 0.00
C -1.002 1.095 -2.320 0.4 0.0 -0.2 -0.20
C -1.359 1.783 -1.138 -0.3 -0.5 -0.2 0.10
C -2.248 1.374 -0.116 -0.6 0.1 0.5 -0.19
C -2.298 2.152 1.085 0.1 -0.2 -0.3 0.02
C -3.079 1.771 2.157 0.1 0.2 0.0 -0.01
C -3.853 0.602 2.104 0.2 0.2 -0.1 -0.23
C -4.661 0.175 3.289 -0.1 -0.2 0.1 -0.03
C -3.879 -0.133 0.911 0.1 0.0 -0.4 0.00
C -3.149 0.266 -0.198 0.3 0.0 0.2 0.02
C -1.198 -0.300 -2.531 -0.2 0.1 -0.2 0.02
C -0.956 -0.880 -3.760 0.1 0.0 0.0 0.02
H -0.204 -2.119 -7.338 -0.1 -0.2 0.1 0.10
H -0.099 -2.708 -5.641 0.0 0.3 -0.2 0.10
H -1.653 -2.061 -6.270 0.4 0.2 0.0 0.11
H 0.405 1.802 -5.394 -0.1 0.0 0.2 0.13
H -0.156 2.891 -3.214 -0.1 -0.2 -0.1 0.13
H -0.921 2.776 -1.022 -0.1 -0.1 0.0 0.14
H -1.683 3.053 1.138 -0.1 -0.3 0.1 0.13
H -3.105 2.371 3.070 0.1 -0.1 -0.3 0.13
H -5.045 -0.839 3.141 0.0 0.2 0.1 0.09
H -4.058 0.195 4.206 -0.1 0.0 -0.2 0.10
H -5.518 0.844 3.451 0.2 -0.1 -0.1 0.10
H -4.495 -1.033 0.864 0.1 0.4 -0.1 0.13
H -3.264 -0.273 -1.138 -0.1 0.2 0.4 0.11
H -1.539 -0.930 -1.713 0.2 0.2 -0.2 0.12
H -1.205 -1.929 -3.929 0.2 0.4 0.2 0.12
```
Forces are in eV/Å.

molecular weight: 470.452 g/mol
total charge: +1
HOMO: -10.037 eV
LUMO energy: -5.08 eV

Entry 3:
Density functional theory data (ωB97M-V with the def2-TZVPD basis set) for a 6-piece molecular cluster, C32H31F6NO4S2 overall.

The geometry in XYZ format:
```
76
Properties=species:S:1:pos:R:3:forces:R:3:lowdin_charge:R:1
C 3.528 4.894 1.914 0.1 -0.2 0.4 -0.09
N 3.571 3.543 1.283 0.7 0.7 -0.9 -0.31
S 5.196 2.979 1.210 0.9 -1.5 0.7 0.60
C 6.137 4.046 0.135 -0.2 0.3 0.0 -0.10
O 5.209 1.671 0.640 -0.4 0.3 -0.3 -0.29
O 5.701 3.099 2.543 -0.4 0.7 0.0 -0.27
S 2.719 3.494 -0.148 -1.2 -1.1 0.6 0.57
O 1.418 3.981 0.129 0.3 0.2 -0.1 -0.22
O 2.922 2.271 -0.824 0.3 0.4 0.0 -0.21
F 3.444 4.610 -0.973 0.1 0.2 -0.2 -0.14
H 3.946 4.791 2.908 0.1 0.0 0.1 0.08
H 2.508 5.242 2.010 -0.2 -0.1 -0.2 0.09
H 4.121 5.601 1.338 0.0 0.2 0.0 0.08
H 6.950 4.463 0.715 0.1 0.0 0.2 0.08
H 6.511 3.410 -0.657 0.0 -0.1 -0.1 0.08
H 5.542 4.847 -0.288 0.0 0.0 0.0 0.05
F 2.356 4.291 5.274 0.0 0.0 0.0 0.05
C 3.360 4.047 6.145 0.1 0.0 0.1 -0.29
C 4.203 5.081 6.497 0.0 0.2 -0.1 -0.02
C 5.233 4.826 7.391 0.0 -0.1 0.0 -0.09
C 5.409 3.551 7.909 0.0 0.0 0.0 -0.10
C 4.550 2.527 7.536 0.0 0.1 0.0 -0.08
C 3.512 2.772 6.650 -0.1 -0.1 -0.1 -0.01
H 4.052 6.066 6.076 0.0 0.0 0.0 0.11
H 5.900 5.627 7.682 0.0 0.0 0.0 0.10
H 6.216 3.356 8.603 0.0 0.0 0.0 0.10
H 4.688 1.531 7.934 0.0 0.0 0.0 0.11
H 2.829 1.989 6.350 0.0 0.0 0.0 0.12
F 2.844 -2.111 4.843 0.0 0.0 0.0 0.05
C 2.681 -1.964 3.509 0.0 0.0 -0.1 -0.29
C 3.547 -1.142 2.817 0.1 0.1 0.1 -0.01
C 3.377 -0.994 1.448 -0.1 -0.1 0.0 -0.07
C 2.347 -1.660 0.798 0.0 0.0 0.0 -0.09
C 1.487 -2.479 1.516 0.0 0.0 0.0 -0.09
C 1.653 -2.639 2.885 -0.1 -0.1 0.1 -0.02
H 4.338 -0.625 3.345 0.0 0.0 0.0 0.12
H 4.048 -0.354 0.893 0.0 0.0 0.0 0.08
H 2.213 -1.536 -0.269 0.0 0.0 0.0 0.10
H 0.680 -2.993 1.010 0.0 0.0 0.0 0.10
H 0.996 -3.276 3.463 0.0 0.0 0.0 0.12
F -2.573 -3.522 0.891 0.0 0.0 0.0 0.05
C -2.586 -2.456 0.060 0.0 0.1 -0.1 -0.29
C -3.286 -2.542 -1.126 -0.1 -0.1 0.0 -0.02
C -3.298 -1.445 -1.976 0.1 0.1 0.2 -0.09
C -2.611 -0.289 -1.631 0.0 0.0 0.0 -0.08
C -1.910 -0.228 -0.434 -0.1 0.0 -0.1 -0.07
C -1.898 -1.318 0.424 0.1 0.0 0.2 -0.03
H -3.813 -3.452 -1.377 0.0 0.0 0.0 0.11
H -3.844 -1.493 -2.904 0.0 0.0 -0.1 0.07
H -2.624 0.563 -2.297 0.0 0.0 0.0 0.10
H -1.368 0.670 -0.166 0.0 0.0 0.0 0.11
H -1.363 -1.288 1.364 0.0 0.0 0.0 0.11
F -4.761 0.337 -4.121 0.0 0.1 -0.1 0.05
C -6.077 0.063 -4.237 -0.1 0.0 0.0 -0.28
C -6.701 0.282 -5.448 0.1 0.0 -0.1 -0.02
C -8.053 -0.008 -5.561 0.0 0.0 0.1 -0.09
C -8.757 -0.501 -4.471 0.0 0.0 0.0 -0.10
C -8.106 -0.710 -3.263 0.0 0.0 -0.1 -0.08
C -6.753 -0.431 -3.139 0.1 0.0 0.1 -0.01
H -6.134 0.672 -6.282 0.0 0.0 0.0 0.12
H -8.558 0.153 -6.505 0.0 0.0 0.0 0.10
H -9.811 -0.723 -4.564 0.0 0.0 0.0 0.10
H -8.653 -1.091 -2.411 0.0 0.0 0.0 0.11
H -6.224 -0.592 -2.209 0.0 0.0 0.0 0.11
F -4.066 -3.486 -4.204 0.0 -0.1 0.0 0.05
C -3.370 -4.560 -4.634 0.1 -0.1 -0.1 -0.27
C -2.629 -5.293 -3.729 0.0 0.1 0.1 -0.01
C -1.922 -6.396 -4.187 0.0 0.0 -0.1 -0.08
C -1.959 -6.743 -5.530 0.0 0.0 0.0 -0.10
C -2.708 -5.988 -6.421 0.0 0.0 0.1 -0.08
C -3.425 -4.888 -5.973 -0.1 0.1 -0.1 -0.02
H -2.605 -5.003 -2.689 0.0 0.0 0.0 0.10
H -1.340 -6.984 -3.491 0.0 0.0 0.0 0.11
H -1.403 -7.602 -5.882 0.0 0.0 0.0 0.10
H -2.736 -6.254 -7.469 0.0 0.0 0.0 0.10
H -4.020 -4.288 -6.649 0.0 0.0 0.0 0.12
```
Forces are in eV/Å.

molecular weight: 671.725 g/mol
structure (SMILES): CN(S(C)(=O)=O)S(=O)(=O)F.Fc1ccccc1.Fc1ccccc1.Fc1ccccc1.Fc1ccccc1.Fc1ccccc1
HOMO: -8.911 eV
LUMO energy: 0.33 eV

- The lowest HOMO belongs to which entry?
  C25H26BrO2S

- Which of these has the lowest HOMO?
  C25H26BrO2S

- The highest LUMO energy belongs to which entry?
  C32H31F6NO4S2

- The highest molecular weight belongs to which entry?
  C32H31F6NO4S2